# 1
62
Properties=species:S:1:pos:R:3:forces:R:3:nbo_charge:R:1 method="wB97M-V/def2-TZVPD" energy_ev=-95442.914 relative_energy_kcal_mol=18.7 orbital_gap_ha="0.17943 / 0.18787" charge=+1
H 4.723 0.122 4.234 0.0 0.0 0.0 0.2319
C 0.720 0.729 -8.024 -0.1 0.0 0.0 0.4705
C 1.147 0.179 2.791 0.0 0.1 0.0 -0.3040
H 4.353 -0.355 1.835 0.0 0.0 0.0 0.2306
C -2.133 -0.780 4.092 0.0 0.2 0.0 0.0049
C 0.657 -5.095 1.397 -0.2 0.0 -0.1 -0.3245
C -2.985 -0.705 5.174 0.0 0.0 0.0 -0.2251
S 0.609 1.998 -6.717 0.1 -0.1 0.1 0.2083
H 2.066 -0.332 0.909 0.0 0.0 0.0 0.2326
C 2.645 0.429 4.653 0.0 0.0 0.0 -0.2146
H -0.958 -0.453 -6.039 0.0 0.0 0.0 0.2612
H -4.093 0.632 6.419 0.0 0.0 0.0 0.2408
C 0.948 1.573 -4.086 0.0 0.0 0.0 -0.2162
O 0.092 -0.286 -8.007 0.2 -0.1 0.1 -0.5219
C -0.131 -0.905 -1.557 0.0 -0.2 0.3 -0.0055
C 0.785 0.936 -2.875 -0.1 0.0 0.0 -0.1682
H 1.257 1.331 -1.984 0.0 0.0 0.0 0.2236
H -2.729 2.876 -1.346 0.0 0.0 0.0 0.2326
C -1.674 0.337 3.409 -0.1 0.0 -0.1 -0.4286
C -0.456 -0.081 -5.160 0.0 0.1 0.0 -0.2264
C -1.012 3.878 -0.532 0.0 0.0 0.0 -0.1716
C 0.020 -0.236 -2.797 0.0 0.0 0.0 -0.1025
H 1.396 2.141 -9.477 0.0 0.0 0.0 0.2465
H -3.356 2.662 5.213 0.0 0.0 0.0 0.2387
C -3.417 0.551 5.579 0.0 0.0 0.0 -0.1552
H -3.317 -1.602 5.678 0.0 0.0 0.0 0.2485
C 0.242 2.665 1.123 0.0 0.0 0.0 -0.1330
H 0.753 4.627 0.432 0.0 0.0 0.0 0.2308
H 1.618 0.428 -9.928 0.0 0.0 0.0 0.2481
C -1.723 1.679 0.116 0.0 0.0 0.0 -0.1736
N -1.446 -7.763 0.443 0.0 0.0 0.0 -0.1794
H -1.203 -1.627 -3.890 0.0 0.0 0.0 0.2274
C -0.258 -1.478 -0.479 0.0 0.0 0.0 -0.2280
H -2.405 0.842 0.011 0.0 0.0 0.0 0.2249
H -1.812 2.472 3.296 0.0 0.0 0.0 0.2298
C 1.663 1.147 -9.114 -0.1 0.1 0.0 -0.7241
P -0.504 0.142 2.040 0.7 -0.3 0.1 0.9922
C -1.902 2.818 -0.651 0.0 0.0 0.0 -0.1988
N 2.400 -6.910 1.948 0.0 0.0 0.0 -0.1857
C 1.356 0.454 4.138 0.0 0.0 0.0 -0.1612
S -1.640 -4.076 0.564 0.1 -0.3 -0.1 0.4067
C 3.721 0.140 3.828 0.0 0.0 0.0 -0.1805
C 3.514 -0.128 2.479 0.0 0.0 0.0 -0.1864
C -0.597 -0.733 -3.951 0.0 0.1 0.0 -0.1422
H -1.152 4.767 -1.133 0.0 0.0 0.0 0.2310
H 1.078 2.604 1.808 0.0 0.0 0.0 0.2212
S 1.067 -3.476 1.663 0.6 0.2 0.1 0.5114
Ru -0.617 -2.214 1.260 -0.8 0.6 -0.1 0.0839
H 1.558 2.465 -4.151 0.0 0.0 0.0 0.2308
C -2.137 1.584 3.823 0.1 0.0 0.1 -0.1023
C 0.058 3.802 0.348 0.0 0.0 0.0 -0.2223
H 2.807 0.640 5.702 0.0 0.0 0.0 0.2306
C 2.231 -0.116 1.959 0.0 0.0 0.0 -0.2438
C -1.069 -6.697 0.643 0.0 0.0 0.0 0.2096
H 0.522 0.686 4.788 0.0 0.0 0.0 0.2145
C -0.610 -5.364 0.894 0.0 -0.1 0.0 -0.2741
Cl -1.648 -2.389 3.558 -0.1 -0.2 -0.1 0.1356
H 2.674 1.210 -8.713 0.0 0.0 0.0 0.2503
C 0.339 1.064 -5.237 -0.1 0.1 -0.1 -0.1393
C -0.655 1.606 1.009 -0.1 -0.1 0.0 -0.4137
C 1.623 -6.102 1.695 -0.1 0.0 0.0 0.2121
C -3.002 1.689 4.901 0.0 0.0 0.0 -0.2092

***

# 2
61
Properties=species:S:1:pos:R:3:forces:R:3:nbo_charge:R:1 method="wB97M-V/def2-TZVPD" energy_ev=-46501.466 orbital_gap_ha=0.17857 charge=-1
C -0.953 2.475 -1.305 -0.7 0.1 -0.1 -0.0561
H -0.117 -0.626 4.960 -0.3 0.0 -0.1 0.2374
C 2.536 1.644 0.024 0.2 -0.1 -0.1 -0.1769
H -4.265 3.281 -1.342 0.2 -0.1 0.0 0.2159
C 8.551 -3.315 -4.441 -5.4 6.5 -0.7 -0.4953
C -2.163 -0.288 4.340 0.4 0.3 0.0 -0.1825
C 0.161 2.283 -0.355 0.3 0.0 1.1 0.5216
H 3.555 -2.268 -3.652 1.8 -1.2 0.5 0.1580
C 1.671 1.654 -2.235 0.6 -0.2 0.0 -0.1490
C -4.962 -1.030 4.151 -0.5 -0.5 0.2 -0.0526
O -1.833 -2.424 5.257 -0.5 0.4 -0.2 -0.5455
C -6.327 -1.343 4.095 -0.1 -0.3 0.1 -0.1721
O -5.272 1.056 3.119 0.3 -0.5 0.3 -0.5343
H -7.843 -2.813 4.529 0.2 0.1 0.0 0.2163
H -1.650 2.416 -4.641 0.2 0.0 0.3 0.2403
C -2.628 -1.613 4.795 1.1 -0.8 0.5 0.6111
H -0.900 3.165 3.091 -0.1 -0.3 0.0 0.2345
C 1.479 1.858 -0.869 0.3 -0.1 0.3 -0.0814
C 0.574 1.911 -3.190 0.6 -0.3 -1.5 0.5296
C -6.782 -2.575 4.569 0.2 0.3 -0.1 -0.2006
H 9.190 -4.317 -4.537 -1.7 3.0 0.4 0.2388
H 6.693 -0.141 -5.015 -0.2 0.6 -0.1 -0.1040
C -5.878 -3.500 5.091 0.3 0.2 0.0 -0.1989
H 3.932 -3.509 -5.893 1.7 1.6 1.1 0.1647
C 3.773 1.205 -0.450 -0.5 0.1 0.0 -0.1984
H -7.039 -0.628 3.686 0.3 -0.1 0.1 0.2371
C 4.873 -3.067 -5.317 1.9 -0.8 0.3 -0.1103
H -3.286 2.553 2.828 0.0 -0.3 0.2 0.2331
C -4.488 0.269 3.635 -0.7 1.0 -0.6 0.5042
H 0.679 1.585 4.177 -0.2 -0.1 -0.1 0.2211
O 5.443 -1.403 -3.584 -0.6 -1.8 -0.1 -0.7514
C 7.685 -2.181 -4.494 7.0 -9.7 0.1 -0.1701
B 6.322 -1.251 -4.796 -0.5 -1.5 0.3 0.5669
H 4.921 -3.561 -3.025 -0.3 2.0 -1.0 0.1725
C -4.519 -3.189 5.153 -0.3 -0.1 0.0 -0.1517
C 4.660 -2.652 -3.715 -0.8 1.3 -2.2 -0.1019
C 2.910 1.206 -2.708 0.1 0.0 0.1 -0.1422
C -0.366 1.310 4.050 -0.3 -0.3 0.1 -0.1903
O -0.007 2.466 0.845 0.0 0.0 -0.5 -0.5675
C -0.817 0.065 4.493 0.1 0.3 -0.1 -0.1487
H -2.395 2.934 0.245 0.2 -0.1 -0.2 0.2301
C -3.279 3.017 -1.717 0.4 -0.1 0.2 -0.2036
C 3.957 0.977 -1.813 -0.1 0.1 -0.1 -0.1670
H 4.917 0.622 -2.182 -0.2 -0.1 -0.1 0.2698
O 0.759 1.784 -4.395 -0.3 0.2 0.8 -0.5179
O 5.566 -1.899 -5.923 -1.4 -1.4 1.3 -0.7232
C -1.254 2.198 3.445 -0.3 0.0 0.1 -0.1635
C -3.068 2.878 -3.089 0.4 -0.1 0.0 -0.2003
H -3.888 3.038 -3.785 0.2 0.0 0.1 0.2146
H 2.398 1.815 1.091 -0.1 0.0 -0.3 0.2248
C -3.056 0.611 3.756 0.4 0.4 -0.1 -0.0634
C -1.805 2.528 -3.570 -0.3 0.1 0.1 -0.1513
H 5.660 -3.946 -5.369 -1.5 1.5 0.3 0.1619
C -2.223 2.821 -0.825 -0.3 0.1 -0.3 -0.1751
H -3.820 -3.914 5.566 0.0 0.3 -0.1 0.2390
H -6.232 -4.462 5.453 0.1 0.2 -0.1 0.2168
C -4.062 -1.947 4.691 -0.5 -0.4 0.1 -0.1713
H 3.063 1.031 -3.771 -0.1 0.0 0.3 0.2566
H 4.592 1.035 0.246 -0.2 0.0 -0.1 0.2172
C -0.748 2.316 -2.675 -0.7 0.2 -0.1 -0.1368
C -2.598 1.852 3.297 0.3 0.0 0.1 -0.1787

***

# 3
66
Properties=species:S:1:pos:R:3:forces:R:3:nbo_charge:R:1 method="wB97M-V/def2-TZVPD" energy_ev=-266126.544 multiplicity=2 orbital_gap_ha="0.17337 / 0.18453" charge=+3
H 4.633 -2.198 1.955 0.1 0.0 0.0 0.2616
H -3.711 3.992 2.758 -0.1 0.0 0.0 0.2505
Br 3.456 -2.285 4.675 -0.2 -0.1 -0.7 0.2187
C -1.228 -5.555 -2.420 -0.3 0.3 -0.4 -0.0096
Br 7.798 -2.921 -1.902 -0.8 0.1 0.0 0.2278
H 5.747 -2.846 0.252 0.1 0.0 0.1 0.2592
H -4.024 -7.430 -2.646 0.0 -0.1 0.0 0.2583
C -1.303 -1.022 -0.631 -0.4 1.7 0.8 0.4327
H 3.243 -2.393 -3.908 0.0 -0.1 0.1 0.2245
H -2.569 -4.418 -5.311 0.0 0.0 -0.1 0.2514
C -0.395 0.087 -0.860 -0.5 0.0 0.5 0.0671
H 2.408 0.498 -2.487 0.1 0.0 0.0 0.2223
C -1.006 5.945 2.007 0.0 0.3 0.0 -0.0476
H -2.093 -7.068 -1.175 0.0 0.0 0.1 0.2527
C -0.685 1.395 -0.414 -0.2 -0.7 0.1 -0.0001
I 0.079 -3.338 -4.175 -0.1 0.1 0.6 0.4504
C 3.036 -2.540 0.549 0.1 0.0 0.5 0.1755
H 1.926 2.879 -1.989 0.1 0.0 0.0 0.2599
H -0.094 5.917 1.430 0.0 0.0 0.0 0.2327
H 0.732 -2.857 3.591 -0.1 0.0 -0.1 0.2736
O -1.053 -2.146 -1.158 1.1 -2.4 -0.4 -0.6655
C -2.739 0.484 0.624 0.4 0.8 0.0 -0.0639
H 5.704 -2.588 -4.024 0.0 0.0 -0.1 0.2753
H -2.797 10.006 4.890 0.1 -0.2 -0.1 0.2402
O -2.896 8.105 4.249 -0.4 -1.2 -0.2 -0.3805
H -3.171 -1.566 0.297 0.0 -0.1 0.0 0.2521
N 1.709 -2.698 0.387 -0.3 0.6 -1.5 -0.4555
H -4.257 5.997 4.117 -0.1 0.0 0.1 0.2585
C -3.280 -6.697 -2.916 0.0 0.2 -0.2 -0.1504
H -4.249 -6.111 -4.741 -0.1 0.0 0.0 0.2582
Ir 0.987 -2.628 -1.640 -0.9 2.2 1.6 1.0557
C 3.825 -2.481 -2.999 0.1 0.0 -0.4 0.0853
C -2.454 -5.004 -4.412 0.2 0.2 -0.1 -0.2104
H -0.616 7.868 2.795 0.0 0.1 0.0 0.2509
C 3.583 -2.395 1.819 -0.2 -0.1 -0.2 -0.2273
C 1.535 0.776 -1.914 0.4 -0.2 -0.3 0.0696
C 0.172 2.419 -0.828 0.6 0.2 -0.4 -0.1077
Br 0.261 -5.347 -1.241 0.6 1.2 -0.2 0.2612
C 1.268 2.111 -1.615 -0.4 -0.1 0.3 -0.2221
C -2.476 -0.758 0.133 0.6 -0.8 -0.7 -0.3034
N 3.149 -2.479 -1.848 -1.1 -0.9 0.2 -0.4775
C -1.879 4.825 1.971 -1.7 -0.5 0.9 0.1370
C -2.196 -6.490 -2.081 0.4 0.0 0.2 -0.2498
C 5.200 -2.589 -3.071 0.2 0.0 0.4 -0.2447
C -1.362 -4.803 -3.582 0.3 0.1 0.3 -0.2143
H -0.132 -2.967 1.264 -0.1 0.0 -0.1 0.2400
C 1.390 -2.731 2.745 0.5 0.0 0.0 -0.2465
C 5.219 -2.711 -0.676 -0.3 0.1 -0.2 -0.2245
H -2.251 9.769 3.212 0.0 -0.1 0.1 0.2080
C -1.306 7.040 2.765 0.3 0.2 -0.1 -0.3052
N 0.731 -0.200 -1.536 0.7 -2.2 -0.4 -0.4033
C -3.355 5.947 3.526 -0.3 -0.2 0.1 -0.2232
C -3.061 4.854 2.775 -0.1 0.4 0.3 -0.1503
C 2.752 -2.489 2.934 0.0 0.1 0.3 -0.0091
C -1.858 1.588 0.428 1.4 -0.5 -1.1 0.0969
N -2.141 2.694 1.065 -4.7 0.2 3.0 -0.1899
H -3.641 0.649 1.194 0.0 0.1 0.1 0.2572
H -0.032 3.441 -0.546 0.0 0.0 0.0 0.2721
C -2.499 7.087 3.535 0.0 -0.2 -0.2 0.4636
C 3.837 -2.560 -0.684 0.5 -0.1 -0.3 0.1771
C -3.408 -5.956 -4.083 0.1 -0.1 0.2 -0.1553
N -1.560 3.789 1.207 4.7 0.6 -2.8 -0.2343
C 0.919 -2.805 1.451 -0.5 -0.1 0.4 0.0755
C -2.236 9.353 4.224 0.6 1.1 -0.1 -0.2764
H -1.204 9.279 4.576 -0.1 -0.1 0.0 0.2046
C 5.920 -2.727 -1.882 0.2 0.0 -0.2 -0.0096